(1)
58
Properties=species:S:1:pos:R:3:nbo_charge:R:1 method="wB97M-V/def2-TZVPD" s2=0.7655 homo_lumo_gap_ev="8.08 / 7.84" total_charge=+2 multiplicity=2
Fe 1.267 0.998 0.226 1.02
S 3.339 1.409 -0.738 0.10
O 1.578 2.553 1.358 -0.67
O 2.459 -1.635 2.506 -0.65
O 0.390 0.886 -1.465 -0.67
O -1.506 0.399 -2.505 -0.67
N -4.164 0.767 -2.218 -0.59
N -0.613 0.826 0.941 -0.77
N 2.004 0.544 2.005 -0.62
N -6.382 0.278 -2.657 -0.77
N 1.807 -0.501 -0.277 -0.40
N -4.693 -1.021 -3.546 -0.77
N 3.127 -0.011 3.960 -0.39
N 3.729 -1.197 -1.403 -0.51
C -0.879 0.711 -1.495 0.79
C 4.215 -3.487 -2.056 -0.67
C 2.722 2.294 3.483 -0.39
C 3.223 1.307 4.274 0.14
C 3.318 -2.492 -1.410 0.37
C -1.608 0.916 -0.164 -0.18
C 3.695 -1.047 4.828 -0.40
C -3.109 2.774 -1.275 -0.42
C 2.994 -0.212 -0.837 0.27
C -4.415 2.010 -1.491 -0.23
C 0.001 -1.998 0.312 -0.66
C -5.081 0.027 -2.805 0.68
C -2.232 2.324 -0.106 -0.40
C 2.106 -2.775 -0.835 -0.32
C 2.102 1.840 2.303 0.61
C 1.342 -1.744 -0.272 0.42
C 2.517 -0.447 2.781 0.77
H 3.729 1.526 5.205 0.24
H -4.899 1.797 -0.532 0.20
H -1.411 3.041 -0.010 0.23
H -0.697 -0.015 1.503 0.41
H -2.538 2.777 -2.206 0.23
H -3.171 0.545 -2.401 0.45
H -3.717 -1.147 -3.756 0.43
H -2.814 2.390 0.819 0.22
H 5.197 -3.477 -1.581 0.26
H 4.347 -3.245 -3.112 0.26
H 3.799 -4.487 -1.977 0.26
H -0.007 -1.611 1.331 0.24
H -5.354 -1.549 -4.088 0.42
H 2.929 -1.775 5.079 0.23
H 2.811 3.340 3.726 0.27
H 1.737 -3.789 -0.825 0.26
H -3.377 3.813 -1.082 0.25
H -7.077 -0.283 -3.117 0.43
H -0.767 1.614 1.566 0.42
H 4.612 -0.942 -1.830 0.45
H -6.704 1.047 -2.096 0.43
H 4.505 -1.557 4.313 0.23
H -2.374 0.148 -0.048 0.22
H -0.244 -3.055 0.321 0.26
H -0.750 -1.466 -0.282 0.24
H -5.088 2.640 -2.076 0.22
H 4.068 -0.576 5.732 0.22



(2)
58
Properties=species:S:1:pos:R:3:nbo_charge:R:1 method="wB97M-V/def2-TZVPD" s2=0.9605 homo_lumo_gap_ev="7.54 / 8.36" total_charge=+2 multiplicity=2
Fe -0.499 -0.675 -1.489 1.21
S 0.296 0.995 -2.713 -0.14
O -3.437 1.658 -1.614 -0.67
O -0.205 -0.143 0.245 -0.64
O 1.185 -0.492 1.932 -0.64
O -1.466 -2.322 -1.468 -0.68
N -2.484 -0.406 -1.494 -0.62
N 1.312 -1.545 -1.442 -0.78
N 2.279 -2.837 2.904 -0.57
N 1.181 3.175 -1.535 -0.46
N 3.826 -4.339 3.763 -0.77
N 3.491 -2.300 4.779 -0.76
N -4.796 -0.160 -1.611 -0.37
N -1.133 2.946 -1.492 -0.51
C -3.540 0.434 -1.572 0.80
C 3.215 -1.648 0.262 -0.42
C -0.193 4.871 -0.574 -0.30
C 3.198 -3.163 3.804 0.68
C -1.312 4.123 -0.856 0.34
C 2.052 -3.516 1.633 -0.23
C 2.317 5.101 -0.635 -0.66
C 0.095 2.495 -1.819 0.34
C 2.011 -0.895 -0.300 -0.18
C -3.885 -2.359 -1.563 -0.38
C 1.056 4.365 -0.927 0.34
C -5.956 0.736 -1.697 -0.40
C -2.705 4.516 -0.506 -0.67
C 3.048 -3.146 0.533 -0.42
C -2.628 -1.739 -1.502 0.61
C -4.942 -1.504 -1.613 0.15
C 0.949 -0.507 0.742 0.78
H -6.859 0.140 -1.605 0.22
H 4.491 -4.594 4.473 0.43
H 2.040 -4.595 1.792 0.21
H -5.912 1.463 -0.891 0.23
H 4.030 -3.559 0.774 0.23
H -3.370 4.378 -1.357 0.26
H -5.963 -1.858 -1.662 0.24
H -2.736 5.553 -0.183 0.25
H 4.061 -1.504 -0.411 0.24
H -3.071 3.883 0.304 0.26
H -1.978 2.371 -1.689 0.47
H 1.907 -1.887 2.933 0.46
H 1.847 -1.401 -2.295 0.42
H 3.482 -1.137 1.189 0.24
H 2.968 5.074 -1.508 0.26
H 1.029 -3.265 1.347 0.22
H 1.204 -2.548 -1.314 0.40
H 4.087 -2.555 5.547 0.43
H 2.742 -3.674 -0.376 0.21
H 2.129 6.131 -0.342 0.24
H 2.842 4.596 0.178 0.25
H -5.950 1.258 -2.651 0.23
H -3.999 -3.430 -1.570 0.27
H -0.290 5.831 -0.090 0.25
H 2.347 0.064 -0.708 0.26
H 3.081 -1.382 4.791 0.43
H 3.510 -5.069 3.149 0.42



(3)
53
Properties=species:S:1:pos:R:3:nbo_charge:R:1 method="wB97M-V/def2-TZVPD" homo_lumo_gap_ev=9.43 smiles="Cc1ccc(S(=O)(=O)N2CCN(S(=O)(=O)N3CCCCC3)CC2)cc1C"
S 1.711 -1.235 0.493 2.31
S -2.836 1.321 -0.094 2.46
O -2.709 2.041 1.136 -0.95
O 1.245 -2.226 -0.442 -0.95
O 1.786 -1.602 1.878 -0.94
O -2.467 1.970 -1.314 -0.95
N 0.818 0.192 0.385 -0.67
N -4.425 0.912 -0.238 -0.68
N -1.995 -0.146 0.025 -0.70
C 0.217 0.406 -0.915 -0.24
C 7.077 0.950 -1.236 -0.64
C -5.549 -1.751 -0.249 -0.40
C -5.092 0.400 0.938 -0.23
C -4.843 0.304 -1.481 -0.23
C 6.025 1.529 1.428 -0.65
C 3.785 -0.915 -1.301 -0.18
C 4.017 0.160 0.835 -0.21
C -0.096 0.440 1.480 -0.26
C 5.750 0.402 -0.810 -0.01
C 5.248 0.683 0.468 0.08
C -1.378 -0.376 1.319 -0.25
C -5.013 -1.124 1.036 -0.42
C 3.301 -0.629 -0.042 -0.33
C 5.012 -0.393 -1.677 -0.21
C -4.753 -1.222 -1.440 -0.42
C -1.077 -0.399 -1.072 -0.26
H -4.624 0.884 1.795 0.23
H -3.709 -1.520 -1.336 0.21
H -6.604 -1.491 -0.370 0.19
H 7.074 2.038 -1.190 0.22
H -2.098 -0.095 2.087 0.23
H -1.580 -0.118 -1.996 0.23
H -5.473 -2.838 -0.198 0.21
H -3.974 -1.426 1.175 0.21
H 5.483 1.642 2.362 0.22
H -0.839 -1.466 -1.079 0.23
H 7.313 0.646 -2.252 0.22
H 0.944 0.106 -1.669 0.22
H -1.142 -1.443 1.396 0.21
H 3.600 0.346 1.813 0.23
H -0.342 1.506 1.494 0.23
H -4.207 0.724 -2.260 0.23
H -6.141 0.714 0.887 0.20
H 7.866 0.594 -0.575 0.22
H -5.142 -1.632 -2.373 0.21
H 0.419 0.160 2.399 0.24
H -0.007 1.472 -1.021 0.22
H 6.208 2.517 1.008 0.22
H -5.591 -1.461 1.898 0.21
H 5.404 -0.611 -2.660 0.21
H 3.209 -1.547 -1.958 0.24
H -5.878 0.610 -1.669 0.20
H 6.993 1.076 1.640 0.22



(4)
54
Properties=species:S:1:pos:R:3:nbo_charge:R:1 method="wB97M-V/def2-TZVPD" homo_lumo_gap_ev=8.48
S 0.455 7.689 -1.974 0.96
O -0.803 -4.096 0.146 -0.49
O -1.489 -7.902 -3.271 -0.65
O -1.475 -7.230 -5.426 -0.49
O -0.445 -2.523 -1.434 -0.65
O -1.537 -2.096 0.496 -0.49
O -2.088 -9.251 -4.979 -0.49
N 0.597 6.092 -1.997 -0.64
N 0.775 8.003 -0.442 -0.62
N -0.707 2.539 1.501 -0.84
C -1.666 -8.108 -4.443 0.98
C 1.069 6.832 0.131 0.07
C 0.640 3.477 4.728 -0.61
C 0.596 1.979 1.796 -0.21
C 2.069 5.190 3.365 -0.42
C -0.115 -5.036 -0.684 -0.25
C 1.869 2.826 1.453 -0.46
C 0.872 4.936 4.306 -0.40
C 1.607 4.237 1.009 0.02
C -1.707 -0.744 0.061 -0.26
C -1.022 -5.945 -4.989 -0.26
C 0.968 5.730 -0.764 0.15
C 1.455 6.617 1.471 -0.20
C -2.337 -10.290 -4.028 -0.26
C 1.257 4.432 -0.291 -0.23
C -0.885 -2.871 -0.368 0.98
C 1.708 5.356 1.915 0.00
H 2.547 6.113 3.685 0.22
H -0.913 -5.348 -5.888 0.20
H 2.411 2.327 0.652 0.22
H -0.063 -6.029 -4.480 0.19
H 1.546 7.471 2.127 0.22
H -0.032 5.350 3.863 0.21
H -2.290 -0.707 -0.857 0.19
H 2.537 2.815 2.310 0.21
H 0.915 -4.721 -0.844 0.19
H 0.613 1.744 2.856 0.20
H 1.051 5.518 5.208 0.21
H 0.678 1.039 1.257 0.19
H 2.801 4.397 3.502 0.21
H -2.670 -11.146 -4.607 0.20
H -1.752 -5.486 -4.325 0.19
H 0.469 3.416 5.800 0.22
H 1.214 3.593 -0.971 0.22
H -0.621 -5.148 -1.640 0.20
H -0.862 2.673 0.514 0.36
H -0.227 3.034 4.243 0.21
H -1.427 -10.538 -3.485 0.19
H 1.513 2.864 4.514 0.20
H -3.112 -9.990 -3.327 0.19
H -0.875 3.403 1.994 0.36
H -0.137 -5.981 -0.150 0.20
H -0.740 -0.272 -0.100 0.18
H -2.234 -0.231 0.859 0.21



(5)
50
Properties=species:S:1:pos:R:3:nbo_charge:R:1 method="wB97M-V/def2-TZVPD" homo_lumo_gap_ev="6.36 / 6.32" total_charge=+2
Sn -0.920 0.420 -0.040 1.38
S 0.498 -0.319 -2.154 0.26
S -0.700 -1.250 2.383 0.28
N -1.604 -2.251 -0.644 -0.65
N 1.393 1.404 0.440 -0.53
N -0.710 2.869 -0.680 -0.88
C 1.782 5.558 -0.014 -0.18
C -0.637 -1.616 -2.795 -0.52
C -1.597 -3.191 0.502 -0.24
C -1.936 -2.460 1.807 -0.54
C 2.912 4.827 0.362 -0.17
C 2.818 3.406 0.541 -0.01
C -3.047 0.945 -0.547 -0.73
C 0.773 -2.319 2.565 -0.74
C -0.908 -2.760 -1.835 -0.25
C 1.959 -1.393 -1.807 -0.72
C -3.140 2.379 -0.241 -0.49
C 3.904 2.571 0.878 -0.09
C 3.714 1.195 0.967 -0.27
C 0.432 3.529 -0.193 0.09
C 0.562 4.906 -0.301 -0.16
C 2.448 0.647 0.754 0.06
C 1.540 2.760 0.303 0.15
H 0.513 -3.214 3.154 0.26
H -0.907 3.084 -1.661 0.41
H 4.511 0.507 1.216 0.25
H 1.180 -2.610 1.593 0.21
H 1.845 6.644 -0.119 0.25
H -2.575 -2.082 -0.902 0.38
H -0.327 5.451 -0.634 0.24
H -3.457 3.028 -1.073 0.25
H 4.890 2.997 1.074 0.25
H -1.547 -3.503 -2.358 0.23
H -2.364 -3.985 0.327 0.22
H -2.878 -1.911 1.665 0.23
H 1.515 -1.722 3.109 0.26
H -0.618 -3.691 0.577 0.21
H 2.829 -0.724 -1.748 0.26
H -1.700 2.952 -0.175 0.39
H 3.886 5.310 0.507 0.25
H -3.114 0.672 -1.609 0.25
H 2.071 -2.079 -2.656 0.26
H -0.144 -1.985 -3.698 0.26
H -3.609 0.253 0.081 0.25
H -1.568 -1.107 -3.059 0.24
H -3.590 2.649 0.727 0.25
H 1.854 -1.945 -0.865 0.22
H 2.268 -0.429 0.831 0.20
H 0.015 -3.280 -1.541 0.21
H -2.060 -3.202 2.617 0.26



(6)
52
Properties=species:S:1:pos:R:3:nbo_charge:R:1 method="wB97M-V/def2-TZVPD" homo_lumo_gap_ev=9.83 smiles="CCCCn1cc([C@]2(C)COCCN2C(=O)[C@@H]2ON=C(C)[C@H]2C)nn1"
O -1.073 -0.869 1.944 -0.61
O 2.390 2.315 0.396 -0.52
O 1.674 -2.690 1.676 -0.38
N 0.877 0.267 1.635 -0.44
N -0.341 -0.161 -2.218 -0.06
N 0.213 -0.078 -1.049 -0.27
N 1.634 -4.059 1.986 -0.10
N -1.196 0.850 -2.333 -0.16
C 1.125 2.597 0.930 -0.06
C -0.223 -2.856 4.783 -0.60
C 0.909 -1.981 2.667 0.00
C -1.915 1.056 -3.578 -0.21
C 0.465 -5.635 3.379 -0.65
C -1.021 1.888 1.829 -0.61
C -1.190 1.612 -1.219 -0.11
C 0.140 -0.821 2.021 0.70
C -1.130 1.912 -4.561 -0.40
C -0.281 1.000 -0.394 0.13
C 2.283 0.068 1.241 -0.25
C 0.166 1.392 0.992 0.05
C 0.752 -4.265 2.876 0.22
C -1.097 2.954 -6.865 -0.60
C 0.003 -3.027 3.289 -0.30
C -1.877 2.101 -5.874 -0.39
C 3.038 1.375 1.230 -0.08
H -1.276 2.903 1.513 0.20
H -0.900 3.947 -6.456 0.20
H -2.874 1.517 -3.336 0.20
H 3.125 1.785 2.246 0.16
H -1.824 2.474 -1.106 0.23
H 1.098 -6.361 2.873 0.24
H -2.110 0.069 -3.994 0.23
H 0.640 -5.697 4.454 0.22
H 0.723 -2.859 5.327 0.20
H -0.963 -3.018 2.773 0.25
H -0.583 -5.889 3.204 0.22
H -1.643 3.080 -7.800 0.21
H 2.319 -0.386 0.250 0.23
H 1.602 -1.584 3.423 0.18
H -2.850 2.563 -5.676 0.19
H -0.921 2.885 -4.106 0.20
H 1.234 2.995 1.950 0.17
H -1.890 1.251 1.720 0.25
H 4.038 1.218 0.828 0.20
H -2.086 1.122 -6.314 0.20
H 0.671 3.363 0.302 0.20
H -0.134 2.497 -7.099 0.21
H -0.849 -3.656 5.181 0.22
H 2.762 -0.613 1.941 0.22
H -0.164 1.434 -4.743 0.22
H -0.731 -1.911 4.979 0.22
H -0.739 1.926 2.881 0.22



(7)
52
Properties=species:S:1:pos:R:3:nbo_charge:R:1 method="wB97M-V/def2-TZVPD" homo_lumo_gap_ev=9.92 smiles="CCCCn1cc([C@]2(C)COCCN2C(=O)[C@@H]2ON=C(C)[C@H]2C)nn1"
O 2.626 2.887 0.907 -0.52
O -0.232 0.373 -2.237 -0.60
O -2.120 1.066 0.352 -0.40
N -3.421 0.533 0.402 -0.10
N 0.565 1.919 -0.766 -0.44
N 2.780 -0.865 -1.185 -0.26
N 2.947 -1.897 -0.420 -0.06
N 2.545 -1.564 0.805 -0.16
C 2.106 -0.290 0.835 -0.10
C -0.435 1.215 -1.386 0.68
C -1.876 1.553 -0.982 0.00
C 1.151 -3.240 1.958 -0.40
C 0.284 2.526 0.542 -0.24
C 2.509 -2.561 1.860 -0.21
C 1.358 3.507 0.945 -0.08
C -5.237 -0.117 -1.036 -0.65
C 2.253 0.152 -0.457 0.11
C 2.288 1.541 -2.547 -0.61
C 2.916 2.556 -0.431 -0.06
C -3.882 0.441 -0.777 0.23
C -0.238 -4.979 3.159 -0.60
C 1.972 1.510 -1.049 0.05
C -2.918 0.871 -1.849 -0.30
C -3.498 1.751 -2.946 -0.60
C 1.119 -4.294 3.057 -0.39
H -1.026 -4.255 3.374 0.20
H -2.714 2.044 -3.646 0.22
H 3.927 2.153 -0.457 0.21
H 1.916 0.664 -3.061 0.26
H 1.354 4.383 0.281 0.17
H -0.671 3.045 0.505 0.22
H -5.705 -0.419 -0.102 0.24
H 0.382 -2.484 2.144 0.20
H 3.370 1.583 -2.679 0.21
H -0.247 -5.729 3.950 0.21
H 1.369 -3.828 4.015 0.19
H 1.185 3.842 1.967 0.20
H -4.264 1.221 -3.513 0.22
H 2.881 3.465 -1.047 0.17
H 2.769 -2.068 2.798 0.20
H 0.192 1.755 1.310 0.20
H 1.759 0.176 1.738 0.23
H -5.168 -0.981 -1.700 0.23
H -2.479 -0.025 -2.299 0.26
H -3.946 2.657 -2.531 0.21
H 1.847 2.437 -2.986 0.21
H -5.870 0.623 -1.529 0.22
H 0.918 -3.695 0.991 0.21
H 1.896 -5.039 2.865 0.20
H 3.290 -3.284 1.627 0.23
H -2.031 2.641 -0.990 0.18
H -0.494 -5.477 2.222 0.20



(8)
52
Properties=species:S:1:pos:R:3:nbo_charge:R:1 method="wB97M-V/def2-TZVPD" homo_lumo_gap_ev=8.86 smiles="CCOCCn1c(CN2CCCCC2)nc2c1c(=O)n(C)c(=O)n2C"
O -2.521 3.829 0.226 -0.63
O -2.686 -0.291 -1.706 -0.64
O -2.047 -2.580 1.085 -0.54
N -0.082 -0.888 -0.156 -0.31
N -2.582 1.761 -0.699 -0.45
N 3.361 -0.942 0.330 -0.43
N 0.854 0.701 1.089 -0.51
N -0.815 2.423 0.719 -0.41
C -0.287 1.181 0.556 0.36
C 3.262 -0.812 -1.112 -0.22
C -0.141 3.400 1.545 -0.41
C 3.880 0.276 0.929 -0.23
C 5.289 0.543 0.407 -0.40
C 4.649 -0.585 -1.706 -0.40
C -0.903 0.217 -0.227 -0.08
C -2.001 2.742 0.096 0.79
C -0.972 -3.120 0.367 -0.06
C -2.107 0.472 -0.948 0.66
C -3.934 -4.023 0.433 -0.64
C -3.319 -2.626 0.455 -0.08
C -3.821 2.157 -1.346 -0.42
C 2.132 -1.414 0.943 -0.26
C 0.946 -0.547 0.658 0.39
C -0.418 -2.170 -0.717 -0.26
C 5.268 0.674 -1.111 -0.40
H -0.198 -3.305 1.118 0.19
H 3.905 0.135 2.012 0.20
H -3.938 -1.964 1.066 0.19
H 2.293 -1.449 2.024 0.23
H -4.157 1.321 -1.954 0.24
H 5.679 1.453 0.867 0.21
H 3.231 1.139 0.714 0.19
H -3.385 -4.691 -0.227 0.20
H 1.948 -2.430 0.584 0.20
H -1.176 -1.992 -1.483 0.26
H 0.733 3.794 1.025 0.20
H -4.958 -3.958 0.076 0.22
H 4.572 -0.503 -2.791 0.21
H -3.272 -2.215 -0.559 0.19
H -4.568 2.405 -0.592 0.21
H 5.277 -1.445 -1.467 0.20
H 0.180 2.922 2.469 0.22
H -1.235 -4.073 -0.110 0.17
H 2.601 0.024 -1.405 0.16
H -3.935 -4.446 1.435 0.21
H -3.650 3.036 -1.967 0.21
H -0.841 4.208 1.748 0.25
H 2.839 -1.738 -1.513 0.19
H 5.934 -0.291 0.689 0.20
H 0.462 -2.625 -1.179 0.21
H 6.279 0.818 -1.496 0.21
H 4.670 1.544 -1.395 0.19



(9)
49
Properties=species:S:1:pos:R:3:nbo_charge:R:1 method="wB97M-V/def2-TZVPD" homo_lumo_gap_ev=8.66 smiles="C=CCc1ccc(OCCOCCNCCOC)c(OC)c1"
O -2.592 1.867 -0.586 -0.55
O 0.160 3.114 -0.062 -0.49
O 1.055 -1.894 -1.419 -0.55
O 2.186 1.604 -0.598 -0.50
N -2.395 -0.897 -2.031 -0.63
C -0.665 1.541 1.626 -0.25
C -0.995 -0.681 -1.702 -0.25
C -0.347 -2.026 -1.387 -0.06
C 3.205 0.749 -1.056 -0.26
C -1.961 2.927 -1.267 -0.09
C 0.633 -0.439 2.054 -0.02
C 1.717 -3.099 -1.139 -0.24
C -3.605 1.212 -1.311 -0.07
C -1.090 3.715 -0.281 -0.07
C 0.234 1.948 0.658 0.23
C 1.546 -0.032 1.087 -0.31
C 3.174 -2.180 3.696 -0.41
C -0.467 0.354 2.317 -0.23
C 2.032 -1.524 3.760 -0.15
C -3.128 0.281 -2.444 -0.24
C 0.886 -1.717 2.814 -0.45
C 1.360 1.142 0.379 0.34
H -1.541 2.130 1.840 0.22
H -4.024 -0.061 -2.973 0.20
H 2.789 -0.205 -1.395 0.20
H 1.877 -0.764 4.515 0.20
H -1.188 0.053 3.063 0.21
H -4.300 1.955 -1.736 0.16
H 1.464 -3.873 -1.875 0.17
H 1.459 -3.473 -0.140 0.16
H -4.141 0.619 -0.564 0.18
H -0.839 0.003 -0.857 0.20
H 3.353 -2.937 2.948 0.19
H -2.722 3.599 -1.695 0.17
H 1.120 -2.527 2.119 0.21
H -0.852 4.688 -0.719 0.20
H 3.961 0.571 -0.282 0.17
H -2.509 0.835 -3.152 0.19
H 2.400 -0.659 0.888 0.22
H -1.321 2.556 -2.078 0.18
H 2.786 -2.894 -1.185 0.19
H -0.500 -0.262 -2.583 0.19
H -2.865 -1.328 -1.240 0.35
H -0.674 -2.765 -2.136 0.17
H -0.668 -2.379 -0.394 0.16
H -0.009 -1.989 3.379 0.22
H 3.669 1.267 -1.894 0.20
H -1.644 3.869 0.651 0.18
H 3.979 -1.999 4.388 0.20